ORCA calculation (ωB97M-V/def2-TZVPD) on 13 unconnected molecules or ions with the total composition C78H195N13O26 at a distorted geometry.

Computed properties:
Electronic energy (eV): -156623.5017
HOMO level (eV): -7.752
LUMO (eV): 0.21
Kohn-Sham gap (eV): 7.96

Each line ends with the Mulliken charge.
Positions of all 312 atoms, in Å:
O -3.674 6.778 -1.173  -0.246
O -2.227 -5.532 2.420  -0.346
O 8.327 3.481 2.010  -0.234
O -11.716 -5.011 -2.719  -0.470
O -2.597 4.458 6.850  -0.413
O 2.907 6.900 3.893  -0.491
O -0.231 -1.660 -1.877  -0.423
O 2.819 -4.510 -9.155  -0.393
O -9.651 -9.158 0.598  -0.366
O 7.604 -1.730 -0.639  -0.154
O 3.766 0.801 1.336  0.477
O 5.512 10.123 0.374  -0.374
O 1.163 0.854 6.595  -0.424
O 8.898 4.437 9.958  -0.383
O 7.051 0.692 5.501  -0.187
O 7.657 4.901 -2.230  -0.423
O 3.225 -6.025 -3.502  -0.459
O 2.143 4.908 -2.109  0.232
O -4.732 -2.453 3.811  -0.247
O 0.642 3.947 1.123  0.310
O -5.393 -2.422 -6.898  -0.480
O -6.824 -2.976 -0.265  -0.383
O -8.777 -7.857 -7.073  -0.230
O -3.548 3.208 1.323  0.138
O -4.586 -4.908 -3.982  0.000
O -2.679 2.431 -4.248  -0.456
N 2.709 -1.471 -0.718  -0.298
N 4.838 5.449 -0.811  0.677
N -0.541 6.124 -0.649  0.124
N -7.746 -5.960 0.276  -0.113
N -3.302 1.644 -1.230  0.084
N -8.049 -4.385 -2.747  0.125
N 9.099 0.453 0.967  -0.274
N 3.720 7.551 1.100  -0.078
N 6.784 3.637 7.669  -0.333
N -1.526 1.026 5.783  0.160
N -7.211 -4.750 -7.881  -0.342
N 3.484 -6.755 -6.325  -0.403
N -1.728 -2.686 2.584  -0.203
C -5.024 -3.850 -6.990  0.157
C 7.462 2.768 6.625  0.256
C -8.813 -9.188 -7.580  -0.802
C 2.418 6.980 1.532  -0.236
C -12.126 -5.380 -3.976  -0.665
C 3.448 -3.436 -8.387  -0.588
C -2.584 3.303 5.992  0.125
C -3.128 1.159 0.217  0.807
C 9.610 1.329 2.028  -1.267
C -1.947 2.038 6.698  -0.695
C 8.063 4.628 2.796  -0.662
C 2.527 -6.115 -7.232  -0.560
C -5.724 -4.678 -8.047  -1.026
C 3.016 6.041 4.965  -0.643
C 6.657 1.496 6.558  -0.406
C -1.398 -6.687 2.186  -0.876
C 1.455 -0.835 -0.237  -0.376
C -5.875 -2.015 -0.746  -1.109
C -10.336 -5.199 -2.470  -0.301
C 2.067 1.463 7.496  -0.797
C -0.439 1.431 4.927  -0.483
C -2.584 -3.382 1.661  0.641
C 6.190 5.846 -0.387  -0.283
C -8.800 -8.221 0.056  -0.525
C 6.761 10.538 0.001  -0.732
C -0.485 3.727 0.305  0.983
C 7.185 6.141 -1.532  -0.829
C -8.151 -6.933 -7.955  -0.883
C 7.475 -2.877 -1.478  -1.011
C 2.162 5.149 -3.531  -0.882
C 4.918 9.274 -0.608  0.085
C -1.323 6.875 -1.674  -0.486
C -6.864 -3.990 -3.512  0.132
C -1.428 3.119 -3.899  -0.059
C 3.135 -5.744 -8.607  -0.663
C 7.431 4.944 8.029  -0.644
C 8.480 -0.847 1.510  0.283
C -7.459 -4.793 1.081  -1.218
C -1.213 5.101 0.165  -0.844
C 0.874 1.781 5.591  -0.282
C -5.677 -4.900 -3.084  -0.336
C -2.128 -4.785 1.192  -0.973
C -3.447 -5.717 -3.582  -0.580
C 3.020 3.948 -1.654  -0.692
C -4.276 6.276 -2.332  -0.697
C 3.769 -5.086 -4.419  -0.126
C -9.111 -10.047 1.533  -0.753
C 6.341 -0.548 5.358  -0.739
C 3.847 -0.564 -0.782  -0.698
C 3.643 8.501 -0.004  -0.538
C -9.402 -4.421 -3.439  -0.526
C 9.047 3.078 10.228  -0.517
C -2.628 0.840 -2.187  0.899
C -1.413 -2.374 -2.205  -0.392
C -2.871 1.145 -3.649  -1.215
C 4.520 -0.173 0.628  -0.797
C -5.450 -3.311 4.635  -0.896
C 1.212 2.862 1.906  -0.253
C 2.559 6.122 2.719  -0.195
C 0.238 -1.747 -0.496  0.112
C 4.294 0.921 2.663  -0.041
C -6.336 -3.813 0.772  0.491
C -4.525 4.188 1.640  -0.926
C -4.558 -1.741 -5.923  -0.601
C 4.389 -5.816 -5.637  -0.918
C -3.465 -2.007 4.337  -0.829
C -2.683 7.686 -1.394  -0.824
C 8.501 2.248 2.687  0.624
C -3.130 5.721 6.349  -0.693
C -3.949 1.898 1.201  -1.450
C -2.464 -1.608 3.163  0.718
C -8.849 -6.838 0.788  -0.510
C -7.587 -5.845 -7.095  0.639
C 8.878 4.776 8.572  -0.484
C 8.403 3.926 -1.460  -0.437
C 8.549 -1.958 0.392  -1.126
C 4.579 4.192 -1.529  -0.511
C 2.427 -5.305 -2.587  -0.639
H -2.744 1.684 7.352  0.413
H -11.775 -4.728 -4.775  0.265
H 8.959 2.945 11.307  0.281
H 1.630 2.222 1.129  0.400
H -0.623 7.665 -1.947  0.460
H 8.099 6.616 -1.176  0.336
H -2.629 -5.366 0.418  0.492
H 1.627 5.570 2.837  0.303
H 5.644 1.856 6.381  0.066
H 1.767 7.849 1.633  0.495
H -9.686 -3.423 -3.775  0.319
H -2.263 4.977 -0.098  0.168
H 4.674 -0.994 -1.347  0.475
H 7.530 3.202 5.627  -0.353
H 7.277 -3.814 -0.957  0.413
H -3.591 -1.831 -6.420  0.471
H -2.189 1.273 0.759  -0.230
H 6.773 -2.733 -2.299  0.228
H 7.933 3.701 -0.502  0.066
H -8.848 -6.453 -8.643  0.316
H -2.676 8.266 -0.471  0.306
H -2.795 6.055 5.368  0.249
H -8.255 -3.780 -1.965  0.277
H 0.559 2.761 5.949  0.332
H -4.858 4.776 0.785  0.199
H 6.848 3.032 8.476  0.299
H 1.561 -5.020 -3.184  0.337
H -1.657 -7.484 2.883  0.289
H 1.799 -6.897 -7.448  0.403
H -1.468 6.338 -2.610  0.179
H -2.230 -2.187 -1.508  0.026
H 4.848 -1.086 1.125  0.343
H 9.448 4.225 -1.385  0.369
H 2.204 -6.027 -1.801  0.323
H 4.702 9.843 -1.512  0.509
H 6.745 5.518 8.651  0.378
H -5.272 -5.657 -8.205  0.343
H 6.558 -1.080 4.431  0.183
H -7.349 -5.178 2.095  0.534
H -5.388 3.791 2.173  0.420
H 7.634 5.512 7.121  0.292
H 6.525 5.055 0.284  -0.058
H -1.198 2.404 7.400  0.252
H -4.031 1.469 2.200  0.498
H -0.591 -1.425 0.134  -0.124
H 6.601 6.744 -2.227  0.310
H 0.311 5.689 -0.976  -0.106
H 4.199 -5.945 -8.738  0.470
H 1.111 5.341 -3.748  0.116
H -1.945 3.662 5.185  -0.057
H -3.705 5.970 -3.208  0.299
H 8.686 -2.988 0.722  0.504
H -1.272 5.575 1.145  0.241
H 2.772 -6.346 -9.440  0.304
H 2.277 0.677 8.221  0.339
H -6.134 -5.889 -3.034  0.394
H -1.561 -3.403 3.276  0.443
H 4.363 7.762 1.849  0.254
H -7.101 -4.354 -4.512  -0.191
H -5.286 -4.424 -6.101  -0.066
H -1.229 -3.412 -2.480  0.147
H -6.792 -6.296 -6.501  0.024
H 3.520 0.363 -1.254  0.132
H -3.908 0.855 -3.818  0.273
H 2.541 -1.809 -1.655  0.273
H -3.547 -3.486 2.161  0.198
H 4.537 -3.482 -8.349  0.274
H -6.093 -3.401 1.751  0.046
H 5.632 8.499 -0.885  -0.399
H 3.570 5.133 4.729  0.129
H -2.974 -5.924 -4.542  0.172
H -9.261 -9.250 -8.572  0.282
H -10.025 -6.242 -2.423  0.286
H -6.473 -2.938 4.590  0.257
H -4.451 -2.368 -5.038  0.142
H 4.036 0.068 3.291  0.356
H 9.422 5.721 8.570  0.398
H 2.035 6.302 0.770  -0.088
H -4.857 5.483 -1.861  0.184
H -5.372 -4.463 -2.134  -0.237
H 7.412 -0.818 1.725  -0.468
H -0.781 2.285 4.343  -0.249
H 3.293 5.343 2.511  0.137
H 4.101 5.735 -0.182  -0.564
H -5.583 -1.326 0.047  0.637
H 2.945 -4.458 -2.138  0.247
H -3.569 3.021 5.623  0.294
H 2.964 1.681 6.915  0.197
H -3.178 2.639 -1.345  0.131
H 3.262 -2.408 -8.695  0.329
H -7.780 -9.532 -7.541  0.344
H -3.823 -1.202 4.980  0.546
H 5.090 3.431 -0.939  0.187
H 8.993 5.107 3.100  0.361
H 2.005 2.979 2.644  0.201
H -0.610 2.644 -4.440  0.310
H -2.897 8.494 -2.093  0.394
H 6.456 -1.201 6.223  0.395
H -3.831 -6.636 -3.140  0.371
H -4.030 4.995 2.180  0.264
H 3.052 -3.417 -7.372  0.134
H 0.418 -2.794 -0.249  0.333
H -4.901 -2.501 -0.786  0.173
H 7.553 1.720 2.794  -0.378
H 4.595 -4.538 -3.965  0.197
H -8.479 -9.604 2.303  0.313
H -7.441 -3.939 -7.324  0.372
H -1.552 4.169 -4.165  0.254
H -4.214 5.636 6.263  0.306
H 8.434 0.841 0.313  0.232
H 10.065 0.784 2.855  0.406
H 4.908 -5.218 -6.387  0.389
H -8.258 -5.390 -6.366  -0.298
H -0.072 3.306 -0.612  0.438
H -6.733 -2.914 -3.403  0.094
H 5.379 0.955 2.767  -0.615
H 3.359 8.067 -0.963  0.006
H 2.055 5.634 5.280  0.291
H -3.307 0.084 0.188  -0.198
H -4.937 1.798 0.750  0.523
H -7.815 -5.600 -0.665  0.046
H -11.897 -6.422 -4.197  0.283
H 8.222 3.138 -2.191  0.242
H -8.654 -6.945 1.855  0.482
H 2.839 -7.164 -5.663  0.280
H 5.891 6.701 0.219  0.411
H 9.583 -1.871 0.058  0.385
H -10.180 -4.787 -1.473  0.213
H -1.161 0.220 6.272  0.402
H -2.797 -0.229 -2.055  -0.401
H -9.816 -6.345 0.687  0.252
H 5.493 0.295 0.481  0.276
H -0.369 -6.333 2.258  0.326
H 8.968 2.368 3.665  0.207
H -2.767 -2.815 0.748  -0.313
H 1.781 2.424 7.924  0.317
H 3.583 6.378 5.833  0.416
H -3.951 -3.881 -7.182  0.463
H -5.275 -4.338 4.315  0.244
H 8.322 -3.224 -2.070  0.423
H -5.466 -4.405 0.486  0.033
H -2.849 6.550 6.999  0.265
H 3.000 -4.370 -4.705  0.353
H 9.929 2.774 9.666  0.302
H -1.573 -7.238 1.262  0.287
H -9.896 -10.729 1.858  0.295
H -5.299 -3.207 5.709  0.457
H -1.175 3.049 0.807  -1.265
H -5.677 -4.209 -9.029  0.381
H -2.387 0.412 -4.294  0.433
H 1.808 -5.325 -7.016  0.366
H -6.196 -1.389 -1.579  0.475
H 6.602 11.322 -0.739  0.312
H 8.442 2.296 6.686  0.227
H 7.393 9.665 -0.162  0.243
H -9.306 -9.699 -6.753  0.227
H -9.564 -5.006 -4.344  0.135
H 8.263 2.528 9.709  0.118
H 2.527 3.868 -0.685  -0.462
H -7.295 -7.235 -8.558  0.333
H -3.096 -2.808 4.978  0.451
H 7.491 4.525 3.718  0.205
H 1.533 -0.707 0.842  0.126
H 0.471 2.214 2.374  -0.387
H -8.460 -10.789 1.071  0.306
H 10.306 2.021 1.554  0.441
H -4.759 -0.704 -5.656  0.251
H -1.740 -0.915 3.591  -0.643
H 9.138 -1.246 2.282  0.599
H 5.123 -6.566 -5.342  0.357
H 9.461 4.048 8.006  0.278
H -13.206 -5.329 -4.112  0.288
H -1.106 -4.599 0.861  0.290
H -0.211 0.787 4.078  0.018
H 3.947 1.852 3.110  0.113
H 1.641 1.858 4.821  0.486
H 2.715 2.995 -2.087  0.902
H -4.943 7.046 -2.718  0.335
H -1.724 -1.843 -3.105  0.327
H 6.573 0.937 7.490  0.410
H 7.711 5.519 2.277  0.131
H -8.355 -4.172 1.067  0.303
H 2.554 4.321 -4.121  0.335
H -1.566 1.043 -2.050  0.026
H 5.268 -0.409 5.228  0.242
H 2.891 9.238 0.278  0.643
H 1.243 0.039 -0.854  0.099
H 2.669 6.108 -3.643  0.276
H -8.993 -7.966 -0.986  0.150
H 7.156 11.171 0.796  0.261
H -2.785 -5.154 -2.924  -0.014
H -2.919 -0.857 2.517  -0.311
H 5.112 4.105 -2.476  0.479
H -7.808 -8.673 0.044  0.401
H -1.340 3.125 -2.813  -0.223